Density functional theory data (ωB97M-V with the def2-TZVPD basis set) for a structure of composition C50H81N3O3PRuSbSi3.

```
! RIJCOSX wB97M-V def2-TZVPD def2/J DEFGRID3
* xyz 1 6
Ru -0.11 -0.76 0.10
C 1.64 -1.88 4.68
C 0.33 -1.14 4.59
C -0.45 -1.07 5.74
C -1.70 -0.45 5.73
C -2.18 0.05 4.54
C -1.44 -0.01 3.37
C -2.09 0.50 2.10
C -0.13 -0.55 3.39
N 0.66 -0.55 2.20
C 1.95 -0.13 2.26
O 2.51 0.53 3.13
C 2.76 -0.58 1.06
C 4.14 -0.47 0.98
C 4.76 -0.94 -0.17
C 4.00 -1.42 -1.23
C 2.63 -1.44 -1.08
N 2.06 -1.10 0.06
C 1.67 -1.68 -2.23
O 2.11 -2.28 -3.23
N 0.45 -1.12 -2.06
C -0.35 -0.96 -3.24
C 0.10 -0.13 -4.28
C 1.42 0.59 -4.16
C -0.68 0.03 -5.42
C -1.89 -0.63 -5.57
C -2.34 -1.45 -4.55
C -1.58 -1.62 -3.38
C -2.09 -2.50 -2.28
H 1.59 -2.66 5.44
H 2.46 -1.20 4.93
H 1.90 -2.35 3.72
H -0.08 -1.51 6.66
H -2.29 -0.38 6.64
H -3.17 0.52 4.51
H -2.53 1.49 2.24
H -2.89 -0.17 1.78
H -1.38 0.60 1.29
H 4.68 -0.02 1.80
H 5.84 -0.89 -0.25
H 4.44 -1.74 -2.17
H 1.51 1.11 -3.20
H 1.53 1.33 -4.96
H 2.26 -0.11 -4.24
H -0.32 0.67 -6.22
H -2.48 -0.50 -6.47
H -3.29 -1.98 -4.64
H -3.04 -2.98 -2.55
H -2.26 -1.94 -1.37
H -1.37 -3.28 -2.01
C -1.01 -4.60 4.50
Si -0.52 -5.01 2.78
C 1.30 -5.31 2.57
C -1.40 -6.58 2.29
Sb -1.17 -3.07 1.21
Si -3.74 -3.16 1.44
C -4.40 -4.89 1.19
C -4.53 -2.07 0.15
C -4.21 -2.57 3.13
Si 0.46 -5.14 -3.16
C -0.78 -6.29 -2.56
C 2.00 -5.07 -2.25
C 0.29 -4.45 -4.81
H -0.57 -5.33 5.20
H -2.11 -4.65 4.60
H -0.69 -3.60 4.80
H 1.67 -5.93 3.40
H 1.88 -4.38 2.56
H 1.49 -5.85 1.64
H -1.04 -7.39 2.94
H -1.22 -6.87 1.25
H -2.49 -6.49 2.43
H -3.86 -5.44 0.41
H -5.46 -4.82 0.89
H -4.35 -5.47 2.12
H -4.65 -2.61 -0.80
H -3.96 -1.15 -0.05
H -5.53 -1.78 0.50
H -3.43 -2.78 3.87
H -5.14 -3.07 3.45
H -4.39 -1.49 3.14
H -0.44 -6.77 -1.64
H -0.94 -7.06 -3.33
H -1.74 -5.79 -2.37
H 1.80 -4.91 -1.18
H 2.61 -4.25 -2.63
H 2.53 -6.03 -2.36
H -0.76 -4.33 -5.08
H 0.76 -5.14 -5.53
H 0.80 -3.48 -4.85
O 0.53 1.51 0.26
P 0.99 2.93 -0.01
C 0.68 3.96 1.43
C 0.92 5.49 1.26
C -0.39 6.27 1.37
C -1.05 6.06 2.74
C -0.97 4.59 3.21
C -0.69 3.63 2.05
C 0.15 3.42 -1.56
C -1.33 2.90 -1.55
C -2.33 4.05 -1.44
C -2.24 4.98 -2.66
C -0.79 5.10 -3.17
C 0.21 4.89 -2.02
C 2.82 2.84 -0.10
C 3.32 2.10 -1.36
C 3.50 3.01 -2.57
C 4.38 4.23 -2.24
C 3.82 5.00 -1.04
C 3.68 4.09 0.17
H 1.43 3.55 2.12
H 1.41 5.72 0.30
H 1.59 5.84 2.04
H -1.08 5.96 0.58
H -0.20 7.33 1.21
H -2.09 6.39 2.70
H -0.55 6.70 3.47
H -1.90 4.30 3.70
H -0.17 4.47 3.95
H -1.49 3.70 1.31
H -0.67 2.61 2.41
H 0.69 2.81 -2.28
H -1.47 2.18 -0.75
H -1.51 2.36 -2.48
H -2.14 4.62 -0.52
H -3.34 3.65 -1.35
H -2.62 5.97 -2.40
H -2.88 4.59 -3.46
H -0.63 6.07 -3.63
H -0.59 4.34 -3.94
H -0.04 5.58 -1.21
H 1.21 5.14 -2.36
H 2.93 2.17 0.75
H 2.66 1.26 -1.58
H 4.30 1.67 -1.11
H 2.53 3.37 -2.94
H 3.94 2.44 -3.39
H 4.46 4.88 -3.11
H 5.39 3.88 -2.00
H 2.85 5.43 -1.31
H 4.48 5.84 -0.80
H 3.31 4.64 1.04
H 4.68 3.72 0.44
*
```

The expectation value of S² is 8.7654. As for the energy: -3888.6918 Eh. The HOMO energy (spin up / spin down) comes out at -9.1 / -9.6 eV. The HOMO-LUMO gap (spin up / spin down) is 5.1948 / 5.6446 eV.